Entry A
Entry from OMol25: a 2-piece molecular cluster, C3H6N2S3 overall (wB97M-V/def2-TZVPD).

Computed properties:
gap between HOMO and LUMO = 9.5443 eV
lowest unoccupied orbital energy = 0.56 eV
highest occupied orbital energy = -8.988 eV
SMILES = Sc1nncs1.CS
multiplicity = 1

Last column: natural (NBO) charge in e.
Geometry (Å):
S1 2.29065 -0.37673 -1.17593  0.0848
C1 2.28293 0.61065 0.27348  -0.1068
N1 1.32099 0.37888 1.06416  -0.3089
N2 1.39767 1.09617 2.21736  -0.2376
C2 2.31160 1.94327 2.20009  -0.1090
S2 3.40776 1.87325 0.80931  0.3156
H1 1.15486 -0.85079 -0.90790  0.1412
H2 2.60946 2.68739 2.91792  0.2199
C3 -2.85367 -0.90515 -1.56485  -0.7171
S3 -2.09908 -2.03827 -0.42484  -0.0215
H3 -3.01278 -0.00834 -1.11227  0.2070
H4 -3.66771 -1.24907 -2.06753  0.2130
H5 -1.98413 -0.65598 -2.34629  0.2152
H6 -3.15854 -2.50529 0.11730  0.1044

Entry B
Entry from OMol25: the molecule C3H6N2S3 (wB97M-V/def2-TZVPD).

Computed properties:
gap between HOMO and LUMO = 8.4082 eV
lowest unoccupied orbital energy = -0.39 eV
highest occupied orbital energy = -8.798 eV
SMILES = CS[C@]1(S)N=NCS1
multiplicity = 1

Last column: natural (NBO) charge in e.
Geometry (Å):
C1 -2.15263 0.02256 -1.28829  -0.7582
S1 -1.24566 -0.90608 0.00223  0.0958
C2 0.25020 0.56756 0.51285  -0.2946
S2 -0.58041 2.07039 0.89272  0.0439
N1 1.03155 0.46953 -0.70235  -0.1512
N2 1.99236 -0.27113 -0.62844  -0.0921
C3 2.31481 -0.97079 0.54809  -0.3900
S3 1.16628 -0.24850 1.87617  0.1716
H1 -2.09095 -0.59511 -2.14503  0.2220
H2 -1.43387 0.91875 -1.20875  0.2546
H3 -3.22362 0.08473 -0.90781  0.2268
H4 -1.59979 1.68412 1.87891  0.1846
H5 2.18095 -2.04603 0.39910  0.2438
H6 3.39079 -0.78000 0.77061  0.2429

Computed stability ranking, most favorable first: entry A, entry B

Entry A
Entry from OMol25: an isolated ion of composition C4H8F2N and charge +1 (wB97M-V/def2-TZVPD).

Computed properties:
gap between HOMO and LUMO = 11.3203 eV
total charge = +1
lowest unoccupied orbital energy = -3.42 eV
highest occupied orbital energy = -14.738 eV
SMILES = C[NH+](C)C=C(F)F
multiplicity = 1

Last column: natural (NBO) charge in e.
Geometry (Å):
C1 0.98112 -0.22798 -1.23528  -0.3930
N1 0.22510 -0.32824 0.12479  -0.3661
C2 1.03148 0.12569 1.19723  -0.4420
C3 -0.95743 0.45439 0.04963  -0.2884
C4 -2.24303 -0.01986 -0.06403  0.8238
F1 -3.26588 0.76900 -0.00769  -0.2467
F2 -2.58753 -1.24966 0.00523  -0.2598
H1 0.81796 0.86401 -1.41207  0.2278
H2 1.97303 -0.58686 -0.91945  0.2267
H3 0.81087 -0.81390 -2.07092  0.2546
H4 -0.05497 -1.33259 0.15702  0.4564
H5 0.47947 0.31068 2.06416  0.2537
H6 1.94988 -0.61978 1.29889  0.2501
H7 1.50798 1.15293 1.03186  0.2540
H8 -0.66806 1.50216 -0.21934  0.2488

Entry B
Entry from OMol25: a 2-piece molecular cluster, C4H8F2N overall (wB97M-V/def2-TZVPD).

Computed properties:
gap between HOMO and LUMO = 8.6604 eV
total charge = +1
lowest unoccupied orbital energy = -5.46 eV
highest occupied orbital energy = -14.117 eV
multiplicity = 1

Last column: natural (NBO) charge in e.
Geometry (Å):
C1 -0.61475 0.74685 0.50765  0.2870
C2 1.14174 0.69362 -1.29484  0.3806
C3 0.00703 0.16060 -0.69766  -0.1688
C4 -0.69368 -0.98638 -1.29179  -0.6736
N1 0.00170 1.35937 1.51033  -0.6387
F1 1.58402 0.30501 -2.47484  -0.2571
F2 1.41115 -0.94568 1.14947  -0.5728
H1 -1.64871 0.56020 0.69746  0.2308
H2 1.29088 1.72304 -0.95674  0.1778
H3 -0.67846 -0.81855 -2.44486  0.2516
H4 -1.72353 -1.21804 -1.09283  0.2561
H5 0.07574 -1.76685 -1.18547  0.2629
H6 1.49445 -1.40858 1.93517  0.5790
H7 -0.58123 1.61512 2.25945  0.4302
H8 1.06212 1.59702 1.48602  0.4548

Computed stability ranking, most favorable first: entry B, entry A

Entry A
Entry from OMol25: a 2-piece molecular cluster, C2H6N2O3 overall (wB97M-V/def2-TZVPD).

Computed properties:
gap between HOMO and LUMO = 11.0144 eV
lowest unoccupied orbital energy = 0.28 eV
highest occupied orbital energy = -10.737 eV
SMILES = NC(=O)NC=O.O
multiplicity = 1

Last column: natural (NBO) charge in e.
Geometry (Å):
N1 0.00234 2.03457 -0.11794  -0.9652
C1 -0.28886 0.77465 0.51316  0.8140
O1 -1.38298 0.25716 0.47499  -0.5938
N2 0.93285 0.14921 0.80177  -0.6861
C2 2.05705 0.13087 -0.10645  0.5323
O2 2.43860 -1.01410 -0.52401  -0.5354
H1 0.33278 2.87744 0.39027  0.4286
H2 -0.46785 1.95828 -1.09633  0.4250
H3 0.61855 -0.83532 1.01335  0.4099
H4 2.44960 1.21519 -0.31953  0.1719
O3 -2.90525 -2.02195 -0.79834  -0.9302
H5 -2.84243 -2.44506 0.12032  0.4578
H6 -2.44902 -1.25895 -0.55621  0.4712

Entry B
Entry from OMol25: a 2-piece molecular cluster, C2H6N2O3 overall (wB97M-V/def2-TZVPD).

Computed properties:
gap between HOMO and LUMO (alpha / beta) = 8.3802 / 8.2334 eV
lowest unoccupied orbital energy (alpha / beta) = -1.32 / -1.68 eV
highest occupied orbital energy (alpha / beta) = -9.699 / -9.916 eV
SMILES = [H]/N=[NH+]\[O-].CC(=O)O
multiplicity = 1

Last column: natural (NBO) charge in e.
Geometry (Å):
H1 3.00816 -0.53809 -2.26324  0.3447
N1 2.52874 -0.88470 -1.42535  -0.1878
N2 2.37052 0.12560 -0.63950  -0.0234
O1 1.57261 0.81871 -1.57451  -0.5513
H2 1.81271 -0.10374 0.21162  0.4234
C1 -2.15425 -0.09913 1.29135  -0.7247
C2 -0.83941 0.05476 0.58681  0.8183
O2 0.23480 -0.14295 1.13168  -0.6585
O3 -0.95012 0.54416 -0.64030  -0.6797
H3 -2.96902 -0.25725 0.58519  0.2351
H4 -2.40867 0.80839 1.84366  0.2482
H5 -2.14901 -0.94851 1.97185  0.2390
H6 -0.05706 0.62275 -1.07927  0.5167

Computed stability ranking, most favorable first: entry A, entry B

Entry A
Entry from OMol25: an isolated ion of composition H2NO2S and charge -1 (wB97M-V/def2-TZVPD).

Computed properties:
gap between HOMO and LUMO = 8.5608 eV
total charge = -1
lowest unoccupied orbital energy = 4.26 eV
highest occupied orbital energy = -4.300 eV
SMILES = N=[S@H](=O)[O-]
multiplicity = 1

Last column: natural (NBO) charge in e.
Geometry (Å):
N1 0.43691 0.20074 -0.98376  -1.1969
S1 -0.88509 0.15960 -0.12269  2.0327
O1 -2.33802 -0.16130 -0.72245  -1.0063
O2 -0.89143 1.36943 0.69840  -0.9986
H1 0.56762 -0.70004 -1.43899  0.3274
H2 -0.59324 -1.09000 0.90046  -0.1584

Entry B
Entry from OMol25: an isolated ion of composition H2NO2S and charge -1 (wB97M-V/def2-TZVPD).

Computed properties:
gap between HOMO and LUMO = 8.6801 eV
total charge = -1
lowest unoccupied orbital energy = 4.32 eV
highest occupied orbital energy = -4.356 eV
SMILES = N=[S@H](=O)[O-]
multiplicity = 1

Last column: natural (NBO) charge in e.
Geometry (Å):
N1 0.95249 0.62474 -0.67856  -1.2151
S1 -0.22102 0.09096 0.16029  2.0615
O1 -0.78162 -1.44023 -0.04933  -1.0401
O2 -1.31531 0.96582 0.40835  -1.0036
H1 0.96133 -0.10976 -1.43332  0.3529
H2 0.40414 -0.13153 1.59256  -0.1555

Computed stability ranking, most favorable first: entry A, entry B